1.
{"formula": "C2Cl2N2", "method": "the ωB97M-V functional and the def2-TZVPD basis", "lumo_energy_ev": [-2.692, -2.760], "energy_ev": -30092.085, "e_homo_ev": [-9.426, -9.427], "gap_ev": [6.7, 6.7], "relative_energy_kcal_mol": 124.3, "species": ["C", "C", "N", "N", "Cl", "Cl"], "xyz": [[-1.92669, -0.25939, -0.16333], [1.28795, 0.29421, 0.20025], [-2.57189, -0.75748, 0.76650], [-1.16186, 0.27640, -0.95957], [2.21396, -1.03206, 0.61602], [2.15853, 1.47833, -0.45987]]}



2.
{"formula": "C2Cl3N3S", "method": "the ωB97M-V functional and the def2-TZVPD basis", "lumo_energy_ev": [-1.195, -1.517], "energy_ev": -54938.867, "e_homo_ev": [-8.496, -8.496], "gap_ev": [7.3, 7.0], "relative_energy_kcal_mol": 86.8, "species": ["C", "C", "N", "N", "N", "S", "Cl", "Cl", "Cl"], "xyz": [[-0.00638, 1.10980, -0.85063], [2.16452, -0.92333, 0.47321], [-0.86086, 0.66876, -0.14479], [-1.33530, -0.11861, 0.71318], [-2.45755, -0.63877, 0.88026], [1.74766, -1.62489, -0.87102], [0.76301, 2.57784, -0.94169], [3.59029, -0.46395, 1.18539], [-3.60539, -0.58685, -0.44390]]}



3.
{"formula": "C2Cl3NS2", "method": "the ωB97M-V functional and the def2-TZVPD basis", "lumo_energy_ev": -2.780, "energy_ev": -62799.441, "e_homo_ev": -9.985, "gap_ev": 7.2, "relative_energy_kcal_mol": 25.3, "species": ["C", "C", "N", "S", "S", "Cl", "Cl", "Cl"], "xyz": [[-0.27204, 2.98406, 0.53763], [0.12758, -1.72315, -0.23264], [0.16378, 4.05175, 0.54018], [-0.94082, 1.47275, 0.24461], [1.02151, -0.20855, 0.26572], [-0.61959, -1.52032, -1.86359], [-0.98252, -2.33690, 0.93454], [1.50210, -2.71964, -0.42645]]}



4.
{"formula": "C2Cl3OS", "method": "the ωB97M-V functional and the def2-TZVPD basis", "total_charge": -1, "lumo_energy_ev": 2.913, "energy_ev": -52524.371, "e_homo_ev": -3.206, "gap_ev": 6.1, "relative_energy_kcal_mol": 11.3, "species": ["C", "C", "O", "S", "Cl", "Cl", "Cl"], "xyz": [[2.08751, -0.35558, -0.35899], [-1.76668, 0.42058, 0.82159], [1.95615, -1.49389, -0.14519], [2.50863, 1.08466, -0.72465], [-0.32216, 1.17953, -0.00166], [-1.34246, -1.38978, 0.78646], [-3.12098, 0.55448, -0.37756]]}



5.
{"formula": "C2ClF5", "method": "the ωB97M-V functional and the def2-TZVPD basis", "lumo_energy_ev": [-2.514, -2.529], "energy_ev": -28180.525, "e_homo_ev": [-11.270, -11.224], "gap_ev": [8.8, 8.7], "relative_energy_kcal_mol": 81.7, "species": ["C", "C", "F", "F", "F", "F", "F", "Cl"], "xyz": [[0.39107, 0.47989, -0.51617], [0.02759, -0.61514, 0.42515], [-0.45555, 0.58631, -1.52164], [1.61113, 0.31862, -0.95952], [0.39236, 1.61117, 0.22401], [0.39249, -0.46902, 1.67473], [-2.05948, 0.27343, 0.73775], [-0.29960, -2.18527, -0.06432]]}



6.
{"formula": "C2ClNO3", "method": "the ωB97M-V functional and the def2-TZVPD basis", "lumo_energy_ev": -1.674, "energy_ev": -22223.148, "smiles": "O=c1c(=O)n1OCl", "e_homo_ev": -10.954, "gap_ev": 9.3, "relative_energy_kcal_mol": 90.7, "species": ["O", "C", "C", "O", "N", "O", "Cl"], "xyz": [[-1.10036, -0.52057, -2.13237], [-0.39514, -0.35014, -1.17475], [0.81626, -0.40094, -0.41155], [2.01537, -0.38588, -0.27749], [-0.40622, -0.07945, 0.20860], [-0.99696, 0.42142, 1.38450], [0.06706, 1.31556, 2.40306]]}



7.
{"formula": "C2ClNOS", "method": "the ωB97M-V functional and the def2-TZVPD basis", "lumo_energy_ev": -0.427, "energy_ev": -28968.207, "smiles": "N#CSC(=O)Cl", "e_homo_ev": -10.671, "gap_ev": 10.2, "relative_energy_kcal_mol": 3.3, "species": ["N", "C", "S", "C", "O", "Cl"], "xyz": [[-1.37133, -0.87293, -1.89318], [-0.69087, -1.05087, -0.98988], [0.32295, -1.23589, 0.34351], [0.41353, 0.70032, 0.63573], [-0.34194, 1.45722, 0.15970], [1.66765, 1.00216, 1.74412]]}



8.
{"formula": "C2CsF6O6S2", "method": "the ωB97M-V functional and the def2-TZVPD basis", "lumo_energy_ev": [-1.067, -6.481], "energy_ev": -52878.374, "e_homo_ev": [-8.937, -8.937], "gap_ev": [7.9, 2.5], "spin_multiplicity": 2, "relative_energy_kcal_mol": 23.2, "species": ["Cs", "C", "F", "F", "F", "S", "O", "O", "O", "C", "F", "F", "F", "S", "O", "O", "O"], "xyz": [[-1.69376, -2.43711, -1.75557], [-0.50593, -0.85257, 2.26491], [-1.77111, -1.03606, 1.81158], [-0.05052, 0.25336, 1.66881], [-0.59999, -0.72204, 3.59484], [0.50226, -2.46938, 1.76977], [0.10512, -3.49442, 2.73427], [0.03421, -2.83539, 0.41320], [1.93689, -2.12134, 1.88567], [-0.52635, 1.45458, -1.94713], [-1.57509, 1.87193, -1.22067], [-0.28074, 0.20095, -1.61613], [-0.90096, 1.55884, -3.23959], [1.08590, 2.48871, -1.64100], [1.56639, 2.29889, -0.28098], [2.01842, 1.92412, -2.57020], [0.65526, 3.91691, -1.87176]]}



9.
{"formula": "C2F36HfO6P5S2", "method": "the ωB97M-V functional and the def2-TZVPD basis", "total_charge": -3, "lumo_energy_ev": 5.931, "energy_ev": -181641.281, "e_homo_ev": -3.257, "gap_ev": 9.2, "relative_energy_kcal_mol": 61.1, "species": ["Hf", "C", "F", "F", "F", "S", "O", "O", "O", "C", "F", "F", "F", "S", "O", "O", "O", "P", "F", "F", "F", "F", "F", "F", "P", "F", "F", "F", "F", "F", "F", "P", "F", "F", "F", "F", "F", "F", "P", "F", "F", "F", "F", "F", "F", "P", "F", "F", "F", "F", "F", "F"], "xyz": [[0.23558, 0.41731, 0.00401], [-2.93225, -2.66228, -2.18105], [-2.73664, -3.66325, -1.23773], [-3.64953, -2.91455, -3.31364], [-3.69456, -1.74341, -1.49915], [-1.29602, -1.81958, -2.60076], [-0.23320, -2.70779, -3.10471], [-1.65832, -0.74337, -3.49862], [-0.75872, -1.16344, -1.35244], [4.48322, -1.63790, 0.31602], [5.74911, -1.87878, 0.79093], [4.60585, -1.37686, -1.01849], [3.72104, -2.70929, 0.46159], [3.80590, 0.11422, 1.22095], [3.79169, -0.05693, 2.67309], [4.58726, 1.23768, 0.70583], [2.41738, 0.21696, 0.62627], [-3.46613, -0.10208, 1.66552], [-3.09921, -1.62657, 1.30269], [-4.56227, -0.51161, 2.82857], [-2.26154, -0.10462, 2.78753], [-3.76254, 1.55583, 1.84000], [-2.32708, 0.19592, 0.48258], [-4.63858, -0.29656, 0.45105], [1.92384, 0.80566, -2.76306], [1.73280, -0.23945, -3.91543], [1.93373, -0.44263, -1.71805], [3.52614, 0.77889, -2.83964], [1.83281, 1.78441, -1.42104], [1.94898, 2.09089, -3.74647], [0.43695, 0.90733, -2.28277], [0.15791, 2.10897, 2.86991], [-1.13719, 1.89556, 1.89666], [-0.74831, 1.99657, 4.21138], [0.37913, 0.54305, 2.52637], [1.46211, 2.23626, 3.85335], [1.05928, 2.24776, 1.55804], [0.00204, 3.73365, 2.99299], [-1.39037, 3.23336, -1.36267], [-1.59076, 1.57938, -1.39563], [-2.65504, 3.41190, -2.41013], [-2.28395, 3.24983, 0.04666], [-1.18109, 4.85150, -1.17974], [-0.17651, 2.82604, -0.42377], [-0.37288, 3.16319, -2.53980], [0.38686, -2.73649, 1.38729], [-0.53270, -1.37428, 1.35060], [-0.72639, -3.53429, 0.44188], [1.10336, -2.14041, 0.05037], [1.32915, -4.05386, 1.41430], [1.55759, -1.74906, 2.18042], [-0.29793, -3.19276, 2.86795]]}



10.
{"formula": "C2F3GdMgNO4S2", "method": "the ωB97M-V functional and the def2-TZVPD basis", "total_charge": 2, "lumo_energy_ev": [-9.821, -11.238], "energy_ev": -67836.639, "e_homo_ev": [-16.846, -17.098], "gap_ev": [7.0, 5.9], "spin_multiplicity": 9, "relative_energy_kcal_mol": 29.5, "species": ["O", "C", "O", "Mg", "Gd", "N", "S", "S", "O", "O", "C", "F", "F", "F"], "xyz": [[-3.30873, -0.90345, 1.31702], [-3.43447, -0.00288, 0.51260], [-3.79333, 0.21899, -0.65009], [-2.23312, 2.01083, -0.11129], [-1.51503, -1.76398, -0.90031], [0.20655, 1.17431, -0.26541], [-0.37969, 0.60544, -1.86917], [0.96599, 0.09470, 0.59534], [0.39382, -1.29221, 0.42516], [1.17300, 0.53815, 1.96330], [2.67866, -0.13157, -0.13155], [2.60767, -0.75352, -1.29413], [3.23244, 1.05494, -0.29599], [3.40624, -0.84974, 0.70454]]}



11.
{"formula": "C2F3LaNO5S", "method": "the ωB97M-V functional and the def2-TZVPD basis", "lumo_energy_ev": [-1.805, -1.917], "energy_ev": -33644.620, "e_homo_ev": [-7.311, -8.321], "gap_ev": [5.5, 6.4], "spin_multiplicity": 2, "relative_energy_kcal_mol": 1.0, "species": ["La", "N", "S", "O", "O", "C", "F", "F", "F", "O", "O", "C", "O"], "xyz": [[-1.28246, 2.63571, 1.17744], [-0.01331, 0.58711, -1.42977], [1.21551, 0.58259, -0.43003], [2.48778, 0.70956, -1.14171], [0.97219, 1.47381, 0.76153], [1.42862, -1.06586, 0.44284], [1.35405, -2.04624, -0.44821], [0.47101, -1.23378, 1.34853], [2.60404, -1.13510, 1.05688], [-1.17752, 0.97444, -0.71940], [-2.93071, 0.16005, 0.71218], [-2.50963, -0.33877, -0.32197], [-2.61958, -1.30351, -1.00831]]}



12.
{"formula": "C2F6IPS", "method": "the ωB97M-V functional and the def2-TZVPD basis", "lumo_energy_ev": [-2.662, -2.558], "energy_ev": -46600.748, "e_homo_ev": [-9.709, -9.645], "gap_ev": [7.0, 7.1], "relative_energy_kcal_mol": 32.3, "species": ["C", "C", "F", "F", "F", "F", "F", "F", "P", "S", "I"], "xyz": [[0.02428, -1.04289, 1.09764], [0.02422, 0.55104, -1.21459], [-1.20560, -1.00510, 0.77602], [0.65066, -2.15093, 0.63885], [0.22257, -1.12914, 2.39934], [0.02591, 1.84488, -1.74656], [0.46725, -0.23570, -2.19731], [-1.24728, 0.23472, -1.00724], [0.77546, 0.62898, 0.53286], [-0.63050, 2.96077, 1.48814], [3.05875, 0.19552, -0.02710]]}